Run A
The following is a DFT calculation (wB97M-V/def2-TZVPD) of 2 unconnected molecules or ions with the total composition C11H18.

Results
- LUMO: 0.96 eV
- SMILES: CCc1ccccc1.CCC

Atoms and positions in Å:
C: 1.883 3.446 -0.536
C: 0.602 2.671 -0.924
C: 0.395 -2.476 0.358
C: -0.563 -0.332 0.831
C: -0.061 3.207 -2.192
C: 1.690 -0.766 1.476
C: 1.575 -2.040 0.986
C: 0.627 0.153 1.285
C: -0.676 -1.621 0.241
C: -1.848 -1.935 -0.637
C: -3.220 -2.058 0.030
H: -0.107 2.484 -2.994
H: -3.951 -2.167 -0.774
H: -1.901 -1.193 -1.446
H: 2.329 -2.777 1.216
H: 2.034 3.503 0.539
H: 0.820 1.605 -1.037
H: -1.476 0.243 0.707
H: 2.706 3.063 -1.142
H: 0.502 4.071 -2.560
H: -1.072 3.594 -2.035
H: -3.506 -1.157 0.575
H: -3.283 -2.941 0.666
H: 2.544 -0.422 2.040
H: 0.509 -3.436 -0.120
H: -1.610 -2.865 -1.162
H: 1.762 4.461 -0.897
H: 0.781 1.172 1.619
H: -0.054 2.647 -0.050

Run B
The following is a DFT calculation (wB97M-V/def2-TZVPD) of 2 unconnected molecules or ions with the total composition C11H18.

Results
- LUMO: 0.91 eV
- SMILES: Cc1ccccc1.CC(C)C

Atoms and positions in Å:
C: 0.019 -1.611 2.000
C: -1.536 -1.734 0.185
C: 1.857 -2.702 -1.165
C: -0.106 2.381 -1.633
C: -1.580 1.959 0.361
C: -0.515 -2.032 -0.719
C: 0.780 -2.186 -0.246
C: 1.006 -2.043 1.127
C: 0.934 2.578 0.684
C: -1.267 -1.473 1.520
C: -0.117 1.898 -0.172
H: -0.844 -2.099 -1.750
H: -0.830 1.776 -2.164
H: 0.280 -1.463 3.015
H: 0.986 3.660 0.520
H: 1.712 -3.770 -1.312
H: -2.530 -1.539 -0.194
H: 0.868 2.101 -2.046
H: 1.955 -2.418 1.492
H: 0.614 2.604 1.732
H: -2.069 1.265 -0.316
H: 1.687 -2.252 -2.145
H: 0.035 0.821 -0.292
H: 1.887 2.077 0.540
H: -2.202 -1.253 2.019
H: -1.919 2.989 0.258
H: 2.841 -2.522 -0.823
H: -1.636 1.563 1.373
H: -0.311 3.425 -1.849

Run C
The following is a DFT calculation (wB97M-V/def2-TZVPD) of 2 unconnected molecules or ions with the total composition C11H18.

Results
- LUMO: 0.99 eV
- SMILES: Cc1ccccc1.CC(C)C

Atoms and positions in Å:
C: -0.870 -1.180 -1.805
C: -1.792 -0.190 -1.592
C: 1.475 1.524 2.759
C: 0.126 0.655 0.761
C: 0.356 0.695 2.365
C: -0.287 1.515 -2.704
C: 0.398 -0.765 -2.354
C: -1.007 -2.580 -1.212
C: 0.548 -0.716 2.853
C: -1.515 1.105 -2.133
C: 0.670 0.574 -2.846
H: -1.500 -3.329 -1.815
H: -0.071 -2.975 -0.770
H: 1.291 -1.174 2.165
H: 1.025 0.119 0.284
H: 1.153 -0.886 3.763
H: -0.296 2.442 -3.180
H: -0.298 -1.360 2.762
H: -2.196 1.908 -2.020
H: 1.590 0.885 -3.300
H: 1.214 -1.579 -2.511
H: -2.772 -0.364 -1.219
H: -0.837 0.344 0.482
H: 1.454 2.561 2.471
H: 1.657 1.438 3.829
H: 0.300 1.567 0.325
H: -0.636 1.133 2.738
H: 2.383 1.178 2.145
H: -1.563 -2.544 -0.241

Which one is most stable, and which one is least stable? run B is the most stable of them, while run C is the least stable.